No. 1
Below is a molecular structure, C16H10BrCl5Os, with properties calculated with ωB97M-V/def2-TZVPD.

Each line ends with the Löwdin spin population.
Element x y z (Å)
C -1.69 -1.61 -2.97  0.08
C -2.15 -2.71 -2.15  0.07
C -2.73 -2.17 -0.95  0.02
H -2.09 -3.77 -2.39  0.01
C -2.65 -0.73 -1.03  0.09
C -2.01 -0.39 -2.27  0.06
H -1.81 0.62 -2.64  0.00
H -1.23 -1.71 -3.94  0.01
H -3.16 -2.76 -0.14  0.00
H -3.03 -0.03 -0.28  0.01
Os -0.73 -1.60 -1.04  1.54
Br 0.78 -1.93 0.70  0.14
C 3.53 1.04 -0.83  0.25
C 2.84 1.79 -1.83  0.05
C 2.66 0.93 -2.97  0.37
H 2.49 2.83 -1.77  0.00
C 3.50 -0.24 -2.81  0.02
C 4.04 -0.14 -1.47  0.27
H 4.77 -0.80 -0.99  0.01
H 3.58 1.25 0.25  0.01
H 1.89 1.09 -3.75  0.02
H 3.62 -1.06 -3.54  0.00
Cl -3.48 -0.56 2.24  0.02
C -2.15 0.39 2.78  0.09
C -1.38 1.15 1.96  0.69
C -0.27 1.85 2.33  0.09
Cl 0.78 2.61 1.19  0.02
C 0.07 1.89 3.72  0.03
Cl 1.40 2.82 4.25  0.02
C -0.69 1.12 4.63  -0.02
Cl -0.26 1.08 6.28  -0.01
C -1.79 0.36 4.17  0.03
Cl -2.67 -0.62 5.26  0.02

Calculated values
Frontier orbital gap (spin up / spin down) ... 0.22259 / 0.22017 Ha
HOMO (spin up / spin down) ... -6.43 / -7.91 eV
Electronic energy ... -151868.509 eV
Multiplicity ... 5



No. 2
Below is a molecular structure, C16H10Cl5INOSiTc, with properties calculated with ωB97M-V/def2-TZVPD.

Each line ends with the Löwdin spin population.
Element x y z (Å)
Tc 0.51 0.50 -0.38  2.32
Cl -0.29 5.53 4.27  0.01
C -0.19 4.00 3.49  0.03
C -0.48 2.86 4.17  -0.01
C -0.40 1.58 3.56  0.04
I -0.81 -0.11 4.65  0.01
C -0.04 1.49 2.24  -0.01
O 0.07 0.33 1.56  0.14
C 0.26 2.66 1.54  0.00
N 0.64 2.49 0.22  0.00
C 0.98 3.54 -0.51  0.03
C 0.95 4.83 0.02  0.00
C 0.57 5.03 1.32  0.04
C 0.21 3.94 2.12  0.00
H -0.78 2.93 5.21  0.00
H 1.26 3.35 -1.53  0.00
H 1.24 5.66 -0.61  0.00
H 0.55 6.03 1.75  0.00
Cl 3.78 0.82 1.87  0.04
Si 2.54 -0.36 0.78  0.07
Cl 1.25 0.93 -2.49  0.22
Cl 2.82 -2.27 1.39  0.00
Cl 0.06 -1.88 -0.94  0.00
C -1.26 -1.60 -2.13  0.00
C -1.53 -2.56 -3.07  0.00
C -2.52 -2.26 -4.00  0.00
C -3.17 -1.04 -3.95  0.00
C -2.86 -0.11 -2.96  0.00
C -1.89 -0.38 -2.01  0.01
C -1.54 0.52 -0.86  0.05
H -0.98 -3.49 -3.10  0.00
H -2.76 -2.98 -4.77  0.00
H -3.93 -0.80 -4.68  0.00
H -3.39 0.84 -2.92  0.00
H -1.98 0.16 0.07  0.01
H -1.83 1.56 -1.02  0.02

Calculated values
Frontier orbital gap (spin up / spin down) ... 0.26318 / 0.22412 Ha
Charge ... +1
HOMO (spin up / spin down) ... -11.35 / -11.57 eV
ΔE to the lowest compared entry with this formula, charge and spin ... 14.0 kcal per mole
Electronic energy ... -101078.169 eV
Multiplicity ... 4



No. 3
Below is a molecular structure, C16H10Cl5N4Os, with properties calculated with ωB97M-V/def2-TZVPD.

Each line ends with the Löwdin spin population.
Element x y z (Å)
Os -0.20 0.63 0.44  2.34
Cl 2.09 -0.22 0.57  0.07
C 1.55 -0.24 2.27  0.07
C 0.21 0.15 2.31  0.05
C -0.35 0.33 3.58  0.06
Cl -1.95 0.93 3.74  0.03
C 0.40 0.05 4.72  -0.01
Cl -0.27 0.24 6.27  -0.01
C 1.75 -0.38 4.60  0.13
Cl 2.66 -0.71 5.98  0.08
C 2.36 -0.51 3.33  0.00
Cl 3.98 -0.96 3.13  -0.01
N 0.22 2.36 -0.97  0.07
H -0.32 3.21 -0.78  0.00
H 0.06 2.15 -1.96  0.01
H 1.20 2.64 -0.92  0.00
N -9.36 -4.14 2.96  0.28
C -8.47 -3.50 2.56  0.05
C -7.41 -2.73 2.08  0.19
C -7.67 -1.45 1.50  0.07
C -6.63 -0.71 1.03  0.03
C -5.31 -1.21 1.13  0.19
C -5.04 -2.47 1.71  0.03
C -6.07 -3.22 2.18  0.07
N -4.25 -0.44 0.62  0.06
C -4.34 0.54 -0.37  0.00
C -3.10 1.03 -0.55  0.03
N -2.23 0.39 0.35  0.06
C -2.95 -0.49 1.02  0.07
H -8.69 -1.09 1.45  0.00
H -6.81 0.28 0.62  0.00
H -4.03 -2.86 1.74  0.00
H -5.91 -4.20 2.61  0.00
H -5.26 0.76 -0.89  0.00
H -2.77 1.78 -1.24  0.00
H -2.59 -1.12 1.81  0.00

Calculated values
Frontier orbital gap (spin up / spin down) ... 0.25892 / 0.14536 Ha
Charge ... +3
HOMO (spin up / spin down) ... -17.31 / -17.52 eV
Electronic energy ... -87761.769 eV
Multiplicity ... 5



No. 4
Below is a molecular structure, C16H10ClF5Pt, with properties calculated with ωB97M-V/def2-TZVPD.

Each line ends with the Löwdin spin population.
Element x y z (Å)
C -1.82 -1.34 -0.96  0.02
C -1.40 -1.49 -2.35  0.24
C -1.28 -0.22 -2.93  0.05
H -1.29 -2.46 -2.85  0.01
C -1.56 0.77 -1.97  0.23
C -1.92 0.14 -0.72  0.02
H -2.49 0.57 0.10  0.00
H -2.30 -2.09 -0.34  0.00
H -1.07 -0.04 -3.99  0.00
H -1.59 1.85 -2.15  0.01
Pt -0.17 -0.77 0.23  0.88
Cl 0.41 -3.05 0.07  0.16
C 2.09 -0.38 -0.77  0.06
C 1.85 0.86 -1.50  0.04
C 1.82 0.59 -2.86  0.03
H 1.67 1.81 -0.99  0.00
C 2.07 -0.82 -3.05  0.04
C 2.28 -1.40 -1.83  0.02
H 2.48 -2.45 -1.59  0.00
H 2.54 -0.48 0.24  0.00
H 1.62 1.31 -3.64  0.00
H 2.08 -1.32 -4.02  0.00
F -2.22 -0.96 2.37  0.01
C -1.24 -0.10 2.79  0.03
C -0.21 0.25 1.92  0.09
C 0.66 1.26 2.35  0.03
F 1.57 1.82 1.50  0.01
C 0.58 1.79 3.64  0.01
F 1.46 2.73 4.04  0.00
C -0.42 1.36 4.51  0.00
F -0.49 1.84 5.76  0.00
C -1.35 0.41 4.07  0.00
F -2.36 0.03 4.88  0.00

Calculated values
Frontier orbital gap (spin up / spin down) ... 0.17382 / 0.16674 Ha
Charge ... -2
HOMO (spin up / spin down) ... 0.23 / 0.39 eV
Electronic energy ... -46106.783 eV
Multiplicity ... 3



No. 5
Below is a molecular structure, C16H10ClF5SZr, with properties calculated with ωB97M-V/def2-TZVPD.

Each line ends with the Löwdin charge.
Element x y z (Å)
C -2.53 -1.12 -1.27  -0.29
C -1.55 -1.27 -2.41  -0.08
C -1.21 0.06 -2.94  -0.06
H -1.24 -2.25 -2.91  0.13
C -1.88 1.04 -2.10  -0.14
C -2.76 0.40 -1.09  -0.32
H -3.27 0.90 -0.18  0.12
H -2.88 -1.98 -0.58  0.12
H -0.66 0.24 -3.91  0.12
H -1.84 2.12 -2.30  0.11
Zr -1.10 -0.17 0.26  1.22
Cl 0.18 -2.37 0.69  -0.11
C 3.27 0.09 -1.20  -0.18
C 2.88 1.31 -1.81  -0.22
C 2.36 1.01 -3.08  -0.22
H 2.70 2.23 -1.16  0.08
C 2.42 -0.35 -3.30  -0.23
C 2.99 -0.96 -2.15  -0.18
H 2.98 -2.11 -1.82  0.11
H 3.51 -0.11 -0.03  0.11
H 1.65 1.66 -3.56  0.07
H 1.82 -0.92 -3.99  0.07
F -0.88 -1.22 5.74  0.17
C -0.70 -0.57 4.60  -0.12
C -1.76 0.07 3.96  -0.11
F -3.01 0.01 4.53  0.10
C -1.58 0.81 2.81  -0.27
F -2.65 1.36 2.18  0.05
C -0.28 0.93 2.19  -0.70
S -0.03 1.97 0.80  0.71
C 0.82 0.31 2.91  -0.22
F 2.04 0.37 2.37  0.12
C 0.57 -0.44 4.06  -0.09
F 1.63 -1.04 4.70  0.12

Calculated values
Frontier orbital gap (spin up / spin down) ... 0.11171 / 0.11203 Ha
HOMO (spin up / spin down) ... -5.83 / -5.84 eV
ΔE to the lowest compared entry with this formula, charge and spin ... 161.6 kcal per mole
Electronic energy ... -54972.995 eV
Multiplicity ... 1



No. 6
Below is C16H10F3N3O2S in the gas phase, with properties calculated with ωB97M-V/def2-TZVPD.

Each line ends with the Löwdin charge.
Element x y z (Å)
O -0.53 4.02 -0.74  0.07
F 4.45 -1.60 -1.90  0.12
F 3.21 -3.05 -0.48  0.15
F 5.36 -2.83 -0.30  0.15
N -1.61 0.71 1.34  0.05
O 4.15 -1.17 0.40  0.07
S -0.90 0.26 -1.21  1.04
C 0.23 3.07 -0.91  -0.36
C -1.87 0.01 0.25  -0.52
C -5.27 -2.76 0.44  -0.10
C -4.78 -2.17 1.61  -0.09
C -4.64 -2.57 -0.79  -0.10
C 4.30 1.25 -0.03  0.00
C -3.67 -1.32 1.59  -0.05
C -3.51 -1.76 -0.85  -0.04
C 3.71 2.46 -0.21  -0.02
C 2.11 0.10 0.05  0.08
C 3.55 0.04 0.03  -0.20
C -3.04 -1.01 0.34  -0.16
C 2.30 2.47 -0.30  -0.20
C 1.53 1.34 -0.12  -0.17
N 1.54 3.46 -0.89  0.15
N -0.70 1.73 1.01  -0.04
C 4.24 -2.16 -0.62  -0.54
C 0.04 1.61 -0.30  -0.45
H -6.14 -3.47 0.38  0.12
H -5.16 -2.40 2.58  0.09
H -5.08 -3.02 -1.67  0.10
H 5.33 1.48 0.22  0.12
H -3.26 -0.76 2.45  0.11
H -2.94 -1.58 -1.71  0.06
H 4.23 3.46 -0.40  0.14
H 1.56 -0.80 0.09  0.11
H 1.89 4.37 -0.95  0.14
H -0.64 2.60 1.60  0.17

Calculated values
Frontier orbital gap ... 0.29524 Ha
HOMO ... -8.05 eV
ΔE to the lowest compared entry with this formula, charge and spin ... 52.0 kcal per mole
Electronic energy ... -44304.376 eV
Multiplicity ... 1



No. 7
Below is C16H10F3N5O in the gas phase, with properties calculated with ωB97M-V/def2-TZVPD.

Each line ends with the Löwdin charge.
Element x y z (Å)
N 1.52 5.70 1.88  0.15
O 0.07 -4.39 -2.30  0.05
F -1.49 1.83 -3.24  0.14
F -2.32 -0.11 -3.70  0.13
F -0.19 0.28 -4.14  0.13
C 1.22 4.57 2.05  -0.13
N 0.76 1.14 5.22  0.12
N 0.49 2.36 1.29  0.17
C -0.42 -3.67 -3.16  -0.49
C 1.13 2.28 5.73  -0.14
C 0.84 3.19 2.30  -0.20
C 0.15 1.10 1.53  -0.23
C 0.16 0.59 2.84  0.08
C 0.19 -1.19 0.48  -0.01
C -0.03 -2.04 -0.60  0.01
C -0.49 0.70 -0.87  0.05
C 0.58 1.39 3.88  -0.22
C -0.07 0.20 0.38  -0.14
C 0.91 2.70 3.60  -0.19
C -0.54 -1.53 -1.79  -0.14
C -0.73 -0.15 -1.94  -0.05
N 1.26 3.24 4.78  0.12
N -0.78 -2.37 -2.92  0.14
C -0.66 -4.30 -4.51  0.00
C -1.20 0.51 -3.25  -0.52
H 1.37 2.38 6.81  0.14
H -0.14 -0.39 3.09  0.11
H 0.65 -1.64 1.37  0.12
H 0.20 -3.09 -0.45  0.10
H -0.67 1.77 -1.02  0.13
H 1.58 4.21 4.96  0.18
H -1.28 -1.94 -3.71  0.13
H -1.70 -4.28 -4.77  0.08
H -0.09 -3.75 -5.28  0.09
H -0.27 -5.30 -4.51  0.08

Calculated values
Frontier orbital gap ... 0.29728 Ha
HOMO ... -8.55 eV
ΔE to the lowest compared entry with this formula, charge and spin ... 0.0 kcal per mole
Electronic energy ... -34405.722 eV
Multiplicity ... 1



No. 8
Below is a molecular structure, C16H11ClN2O3, with properties calculated with ωB97M-V/def2-TZVPD.

Each line ends with the Löwdin charge.
Element x y z (Å)
O 2.15 1.91 -0.13  0.03
C 2.61 0.75 -0.07  -0.57
N 1.71 -0.13 0.10  0.10
N 0.25 0.05 0.08  0.10
C -0.68 -1.11 0.00  -0.35
O -0.39 -2.17 0.30  0.15
C -2.20 -0.62 0.26  -0.16
C -2.69 0.78 -0.02  0.10
C -4.13 0.59 -0.06  -0.29
C -5.15 1.36 0.01  -0.10
C -6.49 1.02 -0.04  -0.02
C -6.70 -0.47 -0.21  0.04
C -5.49 -1.60 -0.20  0.16
C -4.23 -0.75 0.03  -0.19
O -3.07 -1.48 -0.10  0.11
H -5.69 -2.52 0.01  0.01
H -7.55 -1.14 -0.11  0.06
H -7.35 1.39 0.01  0.01
H -4.97 2.58 -0.01  0.18
H -2.19 1.75 0.27  0.13
H -0.03 1.06 -0.14  0.15
H 1.60 -1.12 0.43  0.16
C 3.88 0.45 0.01  -0.19
C 4.24 -0.93 -0.09  0.04
C 5.64 -1.12 -0.49  -0.04
C 6.67 -0.27 -0.01  -0.87
C 6.19 0.83 0.20  -0.18
C 4.87 1.48 0.14  0.13
H 4.42 2.30 0.43  0.06
H 6.95 1.75 0.45  0.16
Cl 8.27 -0.58 -0.02  0.81
H 5.94 -2.33 -0.54  0.16
H 3.62 -1.72 -0.46  0.10

Calculated values
Frontier orbital gap ... 0.28999 Ha
HOMO ... -8.40 eV
ΔE to the lowest compared entry with this formula, charge and spin ... 335.5 kcal per mole
Electronic energy ... -38403.050 eV
Multiplicity ... 1